(1)
55
Properties=species:S:1:pos:R:3 method="wB97M-V/def2-TZVPD" smiles="O=CC[C@H]1OC(=O)O[C@H]1CC(=O)O.COC[C@@H](C)N.COC[C@@H](C)N" lumo_energy_ha=0.001 e_above_lowest_kj_mol=367.3 gap_ev=9.247
O 0.97243 -3.09432 0.01941
O 0.82727 -5.30216 0.57662
O 5.35776 -6.50253 -0.54123
O 3.11117 -6.96857 -0.32676
O 4.43228 -7.21425 1.59000
O -2.46405 4.27720 1.13231
O 6.50794 -2.42374 0.52525
O 0.08236 0.14494 0.40107
N -1.64933 6.92636 0.35347
N -2.23210 -0.92670 -0.93138
C 1.25850 -4.47254 -0.24854
C 4.77995 -5.33237 -1.23102
C -3.01530 0.97214 0.37963
C 4.35520 -6.93297 0.38421
C -4.04161 6.78959 -0.08871
C 0.14373 1.56271 0.40329
C 4.84443 -3.97338 -0.38597
C -2.57321 4.68718 -0.22658
C -2.35215 -0.40075 0.43461
C -0.99247 -0.39986 1.16287
C 6.25257 -3.22232 -0.42453
C -2.66926 6.21417 -0.42709
C 2.05370 -4.90192 -1.59388
C 3.26976 -5.91327 -1.32729
C -3.69726 4.23419 1.83322
H -4.52694 3.92668 1.19020
H -0.71615 -1.44120 1.35621
H -0.45874 1.96554 -0.41317
H -3.39855 4.16300 -0.72416
H -2.48866 6.41461 -1.48910
H -0.17555 1.98769 1.35891
H 4.55421 -4.22804 0.69868
H -1.47123 -0.42048 -1.38557
H -4.07330 0.87103 0.11994
H 1.76489 -2.53160 -0.12553
H 7.03249 -3.30757 -1.26163
H 3.29740 -6.50869 -2.32101
H -2.95839 1.47493 1.34868
H 1.34641 -5.38233 -2.34952
H -1.71103 6.58791 1.31430
H -1.06036 0.08923 2.14234
H -4.84112 6.17134 -0.50653
H 2.45716 -3.93369 -2.08039
H -4.20663 6.88007 0.98610
H -4.14456 7.79378 -0.50943
H -3.02218 -1.06032 0.99716
H 1.17985 1.85750 0.22197
H 5.33881 -5.39066 -2.23375
H 4.06559 -3.22210 -0.79183
H -0.72848 6.61627 0.04766
H -3.60197 3.50934 2.64473
H -1.65257 4.34364 -0.71034
H -1.88890 -1.88473 -0.88291
H -3.90532 5.20544 2.28566
H -2.56848 1.62660 -0.37063

***

(2)
11
Properties=species:S:1:pos:R:3 method="wB97M-V/def2-TZVPD" smiles="[H]/N=C/OCC=O" lumo_energy_ha=0.031 e_above_lowest_kj_mol=161.7 gap_ev=10.615
O 0.24872 -0.81778 -0.92111
O -1.96850 0.70792 1.43947
N 1.26311 0.94145 0.13823
C -1.39666 0.51030 0.39632
C 1.31533 -0.04131 -0.65109
C -0.72827 -0.82364 0.11596
H -1.37608 1.25643 -0.41764
H 2.21219 -0.40466 -1.14652
H 2.17445 1.38772 0.20440
H -1.48349 -1.54838 -0.20081
H -0.26080 -1.16804 1.04278

***

(3)
51
Properties=species:S:1:pos:R:3 method="wB97M-V/def2-TZVPD" s_squared=0.771 lumo_energy_ha="-0.011 / -0.011" multiplicity=2 e_above_lowest_kj_mol=19.4 gap_ev="5.212 / 7.256"
S 1.77869 -1.85075 -1.56460
S -1.75649 -0.08913 -1.59985
S 0.62053 0.07992 1.76276
S 1.09096 -5.52150 2.94479
S 0.85275 -3.73935 0.58944
S 3.41292 -4.00726 1.83539
S 4.86426 -2.23643 -0.07824
Al 0.55294 -0.15953 -0.79267
O -0.26849 -0.77546 0.92194
O 1.41114 0.75932 0.67855
O 0.90886 1.01013 -2.10348
O 1.36668 -0.57760 2.77877
N -2.98838 -1.80072 0.14056
N 0.21802 2.19554 -2.29416
N -3.55448 0.40260 0.21402
C -2.57070 -4.07486 0.70944
C -1.68991 3.07273 -3.41745
C 2.12779 -2.77865 -0.10789
C -0.61134 2.25033 -3.40032
C -2.02542 3.85940 -2.28754
C -2.14961 -5.36023 0.41941
C -1.63566 -5.65292 -0.83580
C 4.65656 -0.52619 0.47290
C -0.38479 1.32831 2.48377
C -0.07204 2.96742 -1.17924
C 1.75052 -4.47117 1.86720
C -1.54026 -4.64954 -1.78609
C -2.81428 -0.57507 -0.34442
C -2.47613 -3.07471 -0.25198
C 3.34116 -2.93195 0.45920
C -1.16170 3.79106 -1.18343
C -1.95819 -3.35523 -1.50804
H -4.36255 0.20653 0.78275
H -1.02914 0.85338 3.21937
H -1.12683 -4.86412 -2.76247
H 4.34518 -0.49673 1.51463
H -3.56241 -1.85969 0.97049
H -1.29547 -6.65377 -1.06305
H -2.28846 3.10996 -4.31746
H 0.65709 2.93554 -0.38542
H -2.87678 4.52201 -2.29492
H -3.45886 1.32245 -0.18813
H -0.31329 1.61226 -4.21830
H 0.27970 2.04017 2.96862
H 3.93887 -0.01021 -0.15739
H -1.87841 -2.58742 -2.25921
H 5.63266 -0.05463 0.36944
H -1.32364 4.41886 -0.31520
H -2.95394 -3.84114 1.69655
H -2.20258 -6.12432 1.18230
H -0.95625 1.80857 1.69181

***

(4)
92
Properties=species:S:1:pos:R:3 method="wB97M-V/def2-TZVPD" charge=-1 lumo_energy_ha=0.068 e_above_lowest_kj_mol=64.3 gap_ev=6.423
Sb -2.45781 -2.28464 -0.38921
Sb -1.77275 1.07034 2.31279
Ti -0.52138 0.12850 -0.51702
S 1.32164 1.19563 0.55071
S -2.01989 1.80574 -0.49015
S 0.94335 -1.66704 0.31026
S 2.22894 -0.58948 2.78755
N 1.53934 0.25633 -7.68350
C -1.41725 4.75356 4.73890
C 1.27348 0.32076 -6.56679
C -1.25755 -2.78867 -3.15348
C 0.32652 3.03299 3.43827
C -1.93371 -4.26004 0.40744
C -0.20498 1.06904 -4.74904
C -1.11559 -2.16336 5.24274
C 0.93434 0.39143 -5.15508
C -0.55780 1.07979 -3.40276
C -4.86561 -0.50297 -0.06967
C -1.04890 2.83909 3.29848
C -5.83980 2.83110 2.02999
C -6.00415 1.06088 3.63910
C -3.10817 -5.23568 0.39569
C -3.44608 -3.93960 -2.92249
C -4.49093 2.54615 1.85249
C 0.82199 4.07416 4.21444
C -4.52350 -1.95763 0.25383
C 1.37956 -0.21386 -2.87779
C 1.57669 -0.36682 1.30117
C -0.78488 -4.83660 -0.42065
C -4.50984 -2.13921 1.77494
C 0.19435 0.40090 -2.43596
C -3.87301 1.51507 2.56897
C -1.34677 -1.64750 6.50888
C -5.57370 -2.86554 -0.37967
C -2.66065 -2.68149 -2.55403
C -1.44744 -4.06972 1.84595
C -4.65021 0.78465 3.46821
C -1.27959 -1.34515 4.12631
C -1.90685 0.48174 5.52694
C -1.68818 -0.02008 4.23781
C 1.75016 -0.22711 -4.21163
C -3.36646 -1.45086 -3.13005
C -1.91270 3.70988 3.96412
C -0.04738 4.93807 4.86698
C -1.74045 -0.31810 6.65059
C -6.60306 2.08493 2.92028
H -0.78835 -3.19051 5.12252
H -2.73816 -6.22025 0.71335
H -5.45777 -1.77212 2.18802
H -5.82315 -0.24967 0.40609
H -4.96223 -0.32972 -1.14170
H -4.12246 0.20201 0.29792
H -1.09963 -5.12284 -1.42274
H -2.21139 1.51570 5.66065
H -3.89303 -4.94629 1.09266
H -1.43744 1.62737 -3.09232
H -3.55836 -3.98120 -4.01492
H 2.02190 -0.70179 -2.15636
H 1.02217 2.36072 2.95323
H -2.19820 -3.60812 2.48878
H -6.53060 -2.68989 0.13054
H -0.54098 -3.46412 1.88601
H -3.91548 3.12566 1.14122
H 1.89380 4.20064 4.31372
H -2.92676 -4.84910 -2.61999
H 0.05943 -4.15070 -0.50047
H -4.19693 -0.00762 4.05101
H -1.20196 -2.26796 7.38546
H -2.98611 3.58386 3.88496
H -3.55410 -5.35565 -0.59015
H -3.24628 -1.44198 -4.22118
H -4.39886 -3.18252 2.07087
H -2.10663 5.41744 5.24788
H -0.81295 1.58396 -5.48206
H -1.33800 -2.79570 -4.24879
H -4.43573 -1.46684 -2.91276
H -1.20985 -5.05627 2.26848
H -1.05072 -1.73718 3.13975
H -3.71054 -1.56973 2.25704
H 2.65982 -0.72084 -4.52892
H -6.29665 3.63690 1.46748
H -0.74362 -3.69958 -2.85442
H 0.33989 5.74518 5.47764
H -6.58811 0.47351 4.33820
H -2.96879 -0.50418 -2.75378
H -7.65521 2.30531 3.05679
H -1.90791 0.09263 7.64019
H -5.72445 -2.62848 -1.43332
H -0.61644 -1.94940 -2.88905
H -4.44433 -3.96171 -2.49202
H -0.42254 -5.74376 0.08081
H -5.34785 -3.92659 -0.29660

***

(5)
86
Properties=species:S:1:pos:R:3 method="wB97M-V/def2-TZVPD" s_squared=0.776 charge=+1 lumo_energy_ha="-0.145 / -0.149" multiplicity=2 gap_ev="6.004 / 7.053"
Ir -1.18707 0.47878 0.02951
Cl -3.64687 -1.83163 2.15066
Cl -1.51423 0.09188 2.59968
S 0.27314 0.11620 -2.97236
O -3.18619 1.00046 0.46535
O -5.05487 1.13058 1.71117
O -0.19194 0.98800 -1.78903
N -0.35032 -1.34011 -0.09706
N 0.71355 0.96756 0.67627
C -1.85617 3.96561 1.18943
C 1.80438 1.73571 -4.50374
C 1.20832 2.23124 1.12578
C -0.99758 -2.59729 -0.32156
C 0.55036 3.42287 0.78192
C -0.93662 4.15250 -1.14634
C 0.20211 -3.54319 1.77695
C 0.95856 -1.26332 0.07980
C 1.47733 -4.38991 1.72367
C 2.42825 4.69989 1.58648
C 2.66108 0.52978 -4.12648
C -2.60712 -1.63121 -2.12064
C -1.97766 -2.76326 -1.31977
C -0.83074 3.43060 0.19367
C -3.93508 0.75719 1.49700
C 1.51668 -0.06282 0.44854
C -2.42831 -4.05074 -1.58544
C -4.06588 -1.43207 -1.69309
C -0.64578 -3.94153 2.99041
C 1.18018 4.63974 0.99687
C 2.99083 3.53642 2.07800
C -0.62209 -3.68657 0.49642
C -3.29089 -0.15038 2.56604
C 2.08320 0.03149 -2.80907
C 2.38091 2.29877 1.91447
C 4.38041 0.76570 2.25811
C 2.95767 1.11981 2.69885
C -1.11800 -4.94786 0.19202
C 0.36176 1.26392 -4.37903
C 2.94162 1.44496 4.19889
C -2.51082 -1.85165 -3.63202
C -1.98888 -5.14248 -0.86062
H -0.07890 -3.78412 3.91079
H 1.58147 -2.12089 -0.14596
H -1.94069 4.02968 -1.55656
H -0.92755 -4.99485 2.94613
H -0.36168 2.05630 -4.19077
H -1.08976 2.38066 -0.00430
H -1.47674 -1.99320 -3.94988
H 5.04201 1.62691 2.36074
H 3.19521 0.55297 4.77432
H 1.23839 -5.45190 1.65369
H -0.21671 3.74920 -1.85977
H -4.51289 -0.59982 -2.23963
H 1.95492 1.78711 4.51468
H -0.83822 -5.79163 0.81062
H -3.14299 -4.20047 -2.38473
H 4.78030 -0.03786 2.87895
H -4.65217 -2.33194 -1.88930
H 0.68883 5.55702 0.69659
H 2.01563 2.08905 -5.51133
H -2.35437 -6.13458 -1.09191
H 2.06874 -4.24139 2.62914
H -4.13238 -1.21250 -0.62763
H -2.86761 3.80492 0.81399
H 3.66869 2.22067 4.44360
H -3.69050 0.06072 3.54945
H 2.31860 0.25061 2.56111
H -0.75054 5.22009 -1.02512
H -1.71117 5.03725 1.33629
H -1.55657 -3.34484 3.04403
H -2.08139 -0.70496 -1.88627
H 3.91767 3.59541 2.63564
H 2.36627 -0.98753 -2.55250
H 2.58438 -0.24190 -4.89585
H 2.59170 0.04436 0.48314
H 4.42450 0.44008 1.21584
H -3.07798 -2.72970 -3.94233
H 2.93228 5.64917 1.70899
H -1.76412 3.47327 2.15907
H 1.99184 2.55818 -3.81068
H 2.09979 -4.13187 0.86296
H 2.31148 0.70382 -1.98068
H 3.71422 0.78375 -4.01641
H -2.92405 -0.99053 -4.16261
H 0.48762 -2.50335 1.91346
H 0.04722 0.68494 -5.24869

***

(6)
17
Properties=species:S:1:pos:R:3 method="wB97M-V/def2-TZVPD" smiles="C=CO[C@H](C)C=C" lumo_energy_ha=0.041 e_above_lowest_kj_mol=255.4 gap_ev=9.044
O -0.51908 1.26817 0.07939
C -2.08406 -0.45512 0.21463
C 0.98406 -1.18483 1.14227
C -0.74925 -0.06148 -0.38180
C 0.72404 1.71932 -0.13706
C 1.62866 0.95401 -0.74866
C 0.33054 -1.06449 -0.00943
H -2.00720 -0.46783 1.30490
H 1.03657 -0.35427 1.83910
H 0.34792 -1.90273 -0.69709
H 0.92284 2.69136 0.28886
H 1.60930 -2.04626 1.35990
H 2.64121 1.27230 -0.79587
H 1.30551 0.69700 -1.74053
H -0.82992 -0.03830 -1.47766
H -2.37228 -1.44740 -0.13719
H -2.84842 0.27078 -0.07451

***

(7)
120
Properties=species:S:1:pos:R:3 method="wB97M-V/def2-TZVPD" s_squared=3.767 charge=+2 lumo_energy_ha="-0.279 / -0.291" multiplicity=4 gap_ev="4.704 / 4.377"
V 21.59250 22.08287 -16.21596
Cl 27.16731 22.63314 -13.27968
Cl 28.08648 20.24935 -11.31767
Na 23.71034 20.13179 -18.05775
O 22.71928 20.41679 -15.70766
O 18.43506 22.89888 -7.54079
O 22.47372 15.30600 -18.93616
O 18.27746 18.49807 -16.87123
O 26.37228 20.14106 -18.31462
O 22.40610 27.13656 -16.33198
O 29.25664 19.07638 -14.72138
O 21.71990 21.18703 -10.15329
O 25.94816 16.86287 -11.43022
O 26.28646 24.79758 -16.63028
N 27.72736 16.76409 -13.82545
N 20.79898 23.90828 -9.09870
N 24.61071 18.24403 -19.47054
N 23.25647 23.53114 -16.55073
C 21.17666 15.59557 -19.52906
C 17.96547 21.80008 -6.76383
C 23.17753 16.41408 -18.60112
C 19.51450 23.62726 -6.93706
C 27.71428 15.86775 -12.66668
C 26.01125 21.62324 -12.40928
C 22.49279 22.30336 -9.78198
C 24.50924 23.43753 -15.79125
C 23.31060 26.11221 -16.60770
C 24.77604 16.64159 -10.66747
C 25.77137 23.51867 -16.62082
C 27.31820 24.90986 -17.58243
C 22.02434 20.71373 -11.40307
C 22.49763 24.82551 -16.42035
C 19.72953 18.17458 -16.73712
C 23.87938 18.34134 -15.15146
C 23.01326 19.48869 -14.67716
C 26.90955 19.03487 -19.04158
C 26.63247 20.09250 -16.91230
C 29.29395 17.86930 -15.42171
C 26.34806 15.68538 -12.09566
C 22.85441 28.45499 -16.74443
C 20.07570 24.55363 -7.98810
C 26.53786 20.21460 -12.17840
C 30.22628 19.15834 -13.70184
C 23.84378 17.04059 -19.82940
C 21.89970 23.09907 -8.64064
C 28.97808 16.66025 -14.55415
C 25.96393 17.85009 -19.07263
H 28.07768 24.14660 -17.38471
H 25.91130 20.67284 -16.32234
H 27.62285 20.50234 -16.66814
H 28.37993 16.21611 -11.86782
H 26.90561 19.48700 -20.04721
H 27.93225 18.71132 -18.83699
H 29.77819 16.52546 -13.79852
H 25.82900 19.65002 -11.57622
H 25.73296 22.07687 -11.45482
H 30.05835 18.43189 -12.91484
H 24.53429 24.25220 -15.06435
H 24.85297 18.66608 -15.50720
H 21.91613 21.51822 -12.16457
H 19.85888 17.20834 -16.23035
H 25.58753 15.50222 -12.86389
H 26.66725 19.65157 -13.10101
H 21.67841 22.35652 -7.86448
H 17.75593 17.83259 -16.41787
H 22.93738 28.47658 -17.84141
H 20.23968 22.95804 -6.46188
H 29.05709 15.73999 -15.14344
H 24.04492 16.00524 -11.18088
H 23.98458 16.16093 -17.90602
H 27.57182 17.71676 -13.51218
H 24.30246 17.57123 -10.35386
H 25.68700 23.09594 -17.63554
H 31.22848 19.09793 -14.14121
H 20.12355 18.91930 -16.01975
H 22.08526 29.17380 -16.47349
H 20.65660 14.63929 -19.59908
H 21.20764 16.03517 -20.53677
H 24.21011 26.16196 -15.98535
H 24.80552 18.83704 -20.28093
H 22.52375 17.12943 -18.07525
H 20.16972 18.10089 -17.73310
H 23.36858 17.91258 -16.02276
H 20.73670 25.25767 -7.47763
H 21.76742 24.82428 -17.25394
H 25.08859 16.14266 -9.73532
H 19.05803 24.24648 -6.14618
H 17.27801 21.28893 -7.45448
H 30.13128 20.17601 -13.33796
H 28.60882 17.93439 -16.25948
H 19.19322 25.04736 -8.39365
H 26.49710 22.92688 -16.04786
H 27.78759 25.88297 -17.50597
H 22.72254 23.76547 -8.37419
H 26.42085 17.08537 -19.71886
H 24.60658 22.54991 -15.16351
H 24.44064 16.28338 -20.34422
H 20.58692 16.25321 -18.86328
H 23.06679 20.36709 -11.46149
H 21.83372 24.92689 -15.54529
H 26.89570 24.80811 -18.58727
H 26.36425 14.84082 -11.39361
H 24.04050 17.65777 -14.32702
H 23.46729 21.91117 -9.42361
H 23.45565 20.02678 -13.81817
H 23.06371 17.35035 -20.53694
H 22.75913 22.97385 -10.62180
H 18.71236 21.05662 -6.46443
H 23.38753 23.45455 -17.56081
H 22.10846 19.08148 -14.19006
H 20.08993 23.25248 -9.45554
H 25.02916 21.57913 -12.89740
H 30.32975 17.63692 -15.72032
H 23.77371 28.74684 -16.22746
H 21.38138 19.88952 -11.70500
H 26.61374 19.08258 -16.48456
H 23.60831 26.19653 -17.67166
H 25.99770 17.33916 -18.09759
H 17.36562 22.09876 -5.89587
H 27.95364 14.87449 -13.05397

***

(8)
15
Properties=species:S:1:pos:R:3 method="wB97M-V/def2-TZVPD" smiles=C[C@@H]1[SiH2][C@H]1C lumo_energy_ha=0.041 e_above_lowest_kj_mol=98.9 gap_ev=9.423
Si 1.61922 0.32546 -0.39452
C -0.21020 0.63927 -0.30653
C -0.09452 -0.73578 1.88122
C -1.00641 0.52536 -1.63817
C 0.11488 -0.63008 0.35227
H 0.37773 -1.67290 2.28084
H -1.56508 -0.40625 -1.52989
H 0.24461 0.17802 2.32957
H -0.74761 1.50080 0.41826
H -0.20922 -1.53438 -0.27497
H -1.54791 1.42061 -1.85356
H -0.22253 0.25367 -2.27992
H 2.02341 0.00864 -1.70966
H -1.23193 -0.81313 2.15899
H 2.45557 0.94070 0.56605